[1]
Molecular formula: C5H8O
Method: DFT, the ωB97M-V functional and the def2-TZVPD basis

Output
- DFT total energy: -270.5082 Eh
- M: 84.1 g/mol
- Energy relative to the best compared isomer or geometry (same formula, charge and spin): 31.15 kcal per mole
- LUMO energy: 1.14 eV
- HOMO level: -9.47 eV
- SMILES: C1OC[C@H]2C[C@@H]12

The geometry in ORCA input format:
```
! wB97M-V def2-TZVPD RIJCOSX def2/J DEFGRID3
* xyz 0 1
C 1.43 -0.23 -0.26
O 0.62 -0.74 -1.31
C -0.70 -0.23 -1.25
C -0.83 0.57 0.03
C -0.64 -0.23 1.28
C 0.52 0.52 0.69
H 1.93 -1.08 0.22
H 2.20 0.45 -0.65
H -1.38 -1.09 -1.28
H -0.92 0.40 -2.13
H -1.43 1.48 0.04
H -0.67 -1.32 1.19
H -1.06 0.15 2.21
H 0.91 1.38 1.22
*
```

[2]
Molecular formula: C5H8O
Method: DFT, the ωB97M-V functional and the def2-TZVPD basis

Output
- DFT total energy: -270.4040 Eh
- M: 84.1 g/mol
- Energy relative to the best compared isomer or geometry (same formula, charge and spin): 96.59 kcal per mole
- LUMO energy: 1.09 eV
- HOMO level: -8.44 eV

The geometry in ORCA input format:
```
! wB97M-V def2-TZVPD RIJCOSX def2/J DEFGRID3
* xyz 0 1
O 2.13 0.38 -1.30
C 2.09 0.63 0.00
C 0.90 0.12 0.68
C -0.20 -0.50 -0.09
C -1.56 -0.65 0.52
C -1.35 0.31 -0.57
H 2.96 0.94 -1.16
H 1.36 -0.56 1.41
H 0.53 0.96 1.27
H 0.14 -1.29 -0.74
H -2.14 -1.54 0.31
H -1.72 -0.25 1.51
H -1.78 0.08 -1.53
H -1.37 1.36 -0.31
*
```

[3]
Molecular formula: C5H8O
Method: DFT, the ωB97M-V functional and the def2-TZVPD basis

Output
- DFT total energy: -270.5287 Eh
- M: 84.1 g/mol
- Energy relative to the best compared isomer or geometry (same formula, charge and spin): 18.31 kcal per mole
- LUMO energy: 0.96 eV
- HOMO level: -9.51 eV
- SMILES: CC1CC(=O)C1

The geometry in ORCA input format:
```
! wB97M-V def2-TZVPD RIJCOSX def2/J DEFGRID3
* xyz 0 1
C 1.64 0.20 -0.25
C 0.31 0.24 0.49
C -0.49 -1.09 0.51
C -1.57 -0.40 -0.32
O -2.60 -0.78 -0.82
C -0.85 0.94 -0.28
H 1.50 -0.21 -1.26
H 2.07 1.20 -0.35
H 2.36 -0.44 0.27
H 0.46 0.66 1.50
H -0.84 -1.42 1.49
H 0.00 -1.94 0.01
H -1.40 1.71 0.28
H -0.59 1.35 -1.27
*
```

[4]
Molecular formula: C5H8O
Method: DFT, the ωB97M-V functional and the def2-TZVPD basis

Output
- DFT total energy: -270.3594 Eh
- M: 84.1 g/mol
- Energy relative to the best compared isomer or geometry (same formula, charge and spin): 124.58 kcal per mole
- LUMO energy: 0.71 eV
- HOMO level: -8.19 eV

The geometry in ORCA input format:
```
! wB97M-V def2-TZVPD RIJCOSX def2/J DEFGRID3
* xyz 0 1
C 0.50 -1.59 -0.52
C 0.51 -0.16 -1.01
C -1.50 0.22 0.87
C -0.19 0.92 1.23
C 0.35 1.03 -0.17
O -0.72 0.57 -1.05
H 0.20 -1.65 0.53
H -0.21 -2.17 -1.11
H 1.50 -2.02 -0.66
H 1.08 0.00 -1.93
H -2.22 1.03 0.65
H 0.46 0.32 1.88
H -0.29 1.92 1.68
H 0.83 1.95 -0.50
*
```